# 1
A molecular structure, C18H35Br3F8O9P2, computed with ωB97M-V with the def2-TZVPD basis set.

```
75
Properties=species:S:1:pos:R:3:forces:R:3:mulliken_charge:R:1
C 1.488 -6.747 -5.857 0.4 1.3 1.1 -1.10
C 1.410 -5.179 -5.828 0.1 -2.4 -0.1 -0.28
O 1.301 -4.911 -7.231 -0.7 1.3 -0.6 -0.16
P 2.003 -3.671 -7.952 0.2 0.1 0.4 0.85
O 2.003 -2.416 -7.183 0.2 -0.6 -0.5 -0.75
O 1.171 -3.533 -9.343 1.3 -0.3 2.1 -0.35
C 1.276 -4.598 -10.249 -0.5 -1.0 -2.9 -0.08
C -0.096 -5.014 -10.836 0.1 -0.2 1.4 -1.21
O 3.499 -4.324 -8.236 -0.9 0.9 0.1 -0.29
C 4.678 -3.578 -7.832 0.5 1.2 0.8 -0.32
C 5.745 -4.418 -7.107 -1.9 -0.6 -0.2 -1.12
H 2.201 -7.028 -6.632 -0.1 -0.3 0.3 0.30
H 1.769 -7.076 -4.857 0.4 -0.3 -0.1 0.39
H 0.499 -7.174 -6.023 0.1 0.2 -0.4 0.29
H 0.545 -4.974 -5.198 -0.4 0.8 -0.7 0.25
H 2.242 -4.651 -5.361 0.3 -0.3 -0.3 0.34
H 1.808 -4.263 -11.140 0.5 0.4 0.2 0.34
H 1.839 -5.462 -9.896 -0.2 0.1 0.4 0.29
H -0.626 -5.575 -10.066 -0.4 0.1 0.0 0.30
H -0.679 -4.135 -11.111 0.1 0.0 0.0 0.28
H -0.029 -5.694 -11.684 0.4 0.2 -0.1 0.37
H 5.130 -3.011 -8.645 -0.2 -0.6 -0.7 0.38
H 4.384 -2.765 -7.168 -0.4 -0.1 0.2 0.34
H 5.839 -5.362 -7.643 0.9 0.2 -0.3 0.30
H 6.633 -3.817 -6.910 0.1 -0.3 -0.4 0.36
H 5.348 -4.762 -6.152 -0.1 0.3 0.3 0.28
C -8.586 3.311 2.430 -0.7 -0.3 0.7 -0.90
C -9.044 2.625 3.742 -0.2 0.9 -1.1 -0.31
O -8.062 1.835 4.344 2.6 -1.8 0.3 -0.27
P -7.010 0.771 3.649 -0.4 -0.2 0.4 0.75
O -7.676 -0.243 2.786 0.7 1.4 0.4 -0.70
O -5.804 1.692 3.007 -2.4 -0.3 2.3 -0.26
C -5.354 1.447 1.720 0.2 -0.9 -1.7 -0.07
C -4.568 2.586 1.199 1.3 1.1 0.0 -1.28
O -6.222 0.110 4.885 -0.1 0.3 -0.6 -0.34
C -6.656 -1.133 5.569 -0.2 1.5 -0.6 -0.24
C -7.386 -0.726 6.795 -1.4 0.7 1.9 -0.99
H -8.014 2.599 1.834 -0.2 0.1 -0.2 0.22
H -9.518 3.590 1.938 0.2 0.0 -0.4 0.37
H -8.007 4.226 2.555 0.1 -0.2 0.3 0.25
H -9.335 3.370 4.482 0.2 0.1 0.1 0.31
H -9.947 2.040 3.571 0.1 -0.3 -0.3 0.30
H -4.700 0.576 1.752 -0.2 -0.3 -0.3 0.33
H -6.169 1.291 1.013 -0.3 -0.5 0.2 0.32
H -3.646 2.674 1.772 0.0 0.3 0.1 0.31
H -4.243 2.434 0.169 -0.2 -0.3 -0.1 0.39
H -5.079 3.549 1.220 -0.2 -0.1 0.2 0.30
H -7.309 -1.658 4.872 0.4 -0.3 0.0 0.33
H -5.764 -1.671 5.892 0.1 0.0 -0.8 0.25
H -8.335 -1.243 6.935 0.1 -0.5 0.0 0.33
H -6.824 -0.791 7.727 0.3 -0.5 -0.1 0.32
H -7.706 0.313 6.864 0.2 0.2 -0.9 0.30
C 5.419 4.541 6.830 -2.0 0.7 -1.1 -0.94
C 5.051 3.887 5.421 -1.3 3.1 2.5 0.89
C 5.324 4.969 4.264 1.7 -3.4 -1.5 0.20
F 4.664 4.839 3.070 -0.7 -0.6 0.8 -0.29
F 5.142 6.177 4.675 -0.7 2.0 1.2 -0.22
F 5.775 2.789 5.440 0.2 -1.2 -1.7 -0.26
F 3.685 3.609 5.497 1.4 -0.2 -0.3 -0.31
O 6.662 5.211 6.755 0.9 -0.3 0.8 -0.37
C 6.970 5.991 7.850 1.7 -1.5 0.6 0.97
C 8.180 6.808 7.504 2.5 2.5 -3.0 0.20
F 8.545 8.002 8.186 -0.8 -2.5 0.6 -0.28
F 9.275 6.028 7.304 -0.3 0.1 1.0 -0.23
F 6.036 6.823 8.113 -2.9 2.1 0.7 -0.28
F 7.184 5.285 9.004 -0.1 -0.4 -0.6 -0.30
H 5.315 3.779 7.603 0.6 -0.2 -0.1 0.44
H 4.639 5.276 7.026 -0.1 0.1 0.0 0.39
H 6.356 4.794 3.957 0.4 0.3 0.4 0.23
H 8.010 7.273 6.533 -0.6 -0.4 -0.3 0.16
C 1.349 -1.176 -0.396 1.1 0.2 0.2 -0.32
Br 1.415 0.567 -1.358 0.1 -1.4 0.5 0.00
Br 0.832 -0.856 1.455 0.2 -0.2 -0.7 0.00
Br 3.137 -2.211 -0.460 -1.7 1.1 0.0 -0.05
H 0.618 -1.841 -0.857 0.2 0.3 0.0 0.36
```
Positions in Å, forces in eV/Å.

The HOMO-LUMO gap comes out at 9.84 eV. The total energy is -288108.3165 eV. As for the maximum force: 4.66 eV/A. The energy above the lowest of the compared OMol25 structures with the same formula, charge and spin comes out at 3.419 eV. As for the total charge: 0.

---

# 2
8 unconnected molecules or ions with the total composition C18H35Cl14N, computed with ωB97M-V with the def2-TZVPD basis set.

```
68
Properties=species:S:1:pos:R:3:forces:R:3:mulliken_charge:R:1
Cl 13.374 17.725 6.274 -0.3 -0.2 -0.1 -0.21
C 12.034 16.778 7.043 1.5 -0.5 0.7 0.18
C 11.437 15.811 6.061 -1.8 -0.4 -0.3 -0.48
Cl 10.071 14.872 6.853 0.1 0.2 0.4 -0.17
H 11.381 17.516 7.491 -0.5 -0.1 -0.2 0.16
H 12.533 16.220 7.862 -0.5 0.3 -0.4 -0.16
H 12.034 14.973 5.715 0.7 0.6 0.0 0.30
H 10.876 16.262 5.234 0.7 0.2 0.1 0.38
Cl 16.315 14.703 10.716 0.8 0.4 0.0 -0.19
C 15.317 13.573 9.820 -0.2 -0.3 -0.2 0.75
C 16.004 12.482 9.026 0.1 0.3 0.1 -0.33
Cl 17.121 11.404 9.934 -0.4 0.5 -0.1 -0.20
H 14.689 14.175 9.148 0.1 -0.3 0.2 -0.07
H 14.718 13.109 10.577 -0.6 -0.2 0.3 -0.44
H 16.562 12.894 8.202 0.3 0.1 -0.2 0.42
H 15.195 11.883 8.625 0.0 -0.4 -0.1 0.09
Cl 9.508 10.281 12.421 -0.2 0.0 0.0 -0.09
C 8.193 11.496 12.465 0.3 -0.3 0.4 -0.38
C 7.198 11.327 11.380 0.4 0.8 -1.4 -0.48
Cl 8.037 11.648 9.787 -0.3 -0.5 0.1 -0.14
H 8.680 12.453 12.344 -0.1 0.3 0.4 0.01
H 7.652 11.366 13.403 0.4 0.3 0.2 0.42
H 6.512 12.194 11.404 -0.2 -1.0 0.3 0.29
H 6.790 10.316 11.351 -0.3 0.4 -0.1 0.38
Cl 15.015 15.393 14.959 0.0 0.7 0.3 -0.18
C 14.364 14.382 13.662 0.3 -0.7 0.8 0.66
C 13.746 13.180 14.350 0.1 0.5 0.0 -0.73
Cl 13.057 12.127 13.116 -0.4 -0.5 -0.4 -0.04
H 15.240 14.061 13.148 0.4 -0.2 -0.8 0.08
H 13.698 14.922 13.001 -0.2 0.0 0.2 -0.55
H 12.974 13.484 15.041 -0.3 0.0 0.1 0.34
H 14.493 12.612 14.896 0.1 0.0 0.0 0.35
Cl 12.366 17.205 13.473 0.2 0.2 0.0 -0.15
C 13.768 17.521 12.411 0.2 -0.8 -0.9 0.08
C 13.459 18.562 11.372 -0.1 0.0 -0.6 0.07
Cl 13.507 20.154 12.143 -0.3 0.6 0.1 -0.21
H 14.025 16.567 11.950 -0.3 0.1 -0.3 -0.41
H 14.657 17.792 12.942 0.1 0.4 0.9 0.52
H 12.487 18.417 10.890 0.2 0.1 0.4 -0.23
H 14.193 18.623 10.559 0.1 -0.4 0.4 0.35
Cl 8.264 15.190 11.197 0.0 -0.4 -0.2 -0.19
C 8.729 16.556 10.098 -0.4 -0.9 -0.1 -0.01
C 9.413 17.492 11.027 0.9 1.1 -0.4 -0.10
Cl 10.052 18.839 10.027 0.0 0.5 -0.3 -0.23
H 7.753 16.906 9.712 0.9 0.1 0.0 0.43
H 9.407 16.196 9.291 -0.7 0.1 0.6 -0.22
H 10.315 17.111 11.511 -0.4 -0.4 0.0 -0.14
H 8.746 17.952 11.733 -0.2 -0.1 0.4 0.46
Cl 14.546 9.345 10.371 -0.6 -0.2 -0.1 -0.11
C 13.022 8.412 10.392 -0.9 -0.1 0.1 -0.46
C 12.500 8.239 11.773 0.1 0.3 2.1 -0.07
Cl 11.007 7.244 11.813 0.0 0.0 -0.4 -0.20
H 13.141 7.416 10.026 0.6 -0.5 -0.8 0.46
H 12.203 8.874 9.848 0.4 0.4 -0.6 0.17
H 12.221 9.204 12.244 0.4 -0.6 -0.2 -0.16
H 13.197 7.676 12.415 -0.1 0.5 -0.2 0.38
C 12.076 11.983 8.303 -0.9 0.3 -1.2 -1.37
C 11.874 11.989 9.783 -0.5 -1.3 0.4 0.81
C 11.025 13.150 10.233 0.7 1.1 0.6 0.67
C 11.828 14.407 10.305 -0.8 -0.6 0.4 -0.69
N 12.392 15.388 10.502 0.2 0.1 -0.3 0.02
H 12.538 12.899 7.979 0.3 0.7 -0.3 0.22
H 11.075 11.946 7.804 0.8 0.0 0.3 0.34
H 12.673 11.191 7.869 0.2 -0.4 0.3 0.41
H 12.775 11.879 10.375 0.3 0.3 0.0 -0.37
H 11.298 11.097 10.024 -0.2 -0.2 0.2 -0.03
H 10.599 12.999 11.234 0.3 0.0 -0.2 -0.26
H 10.193 13.330 9.571 -0.2 0.0 -0.3 0.26
```
Positions in Å, forces in eV/Å.

The HOMO-LUMO gap comes out at 10.73 eV. The total energy is -196039.3753 eV. As for the maximum force: 2.09 eV/A. The energy above the lowest of the compared OMol25 structures with the same formula, charge and spin comes out at 0.000 eV. The SMILES is CCCC#N.ClCCCl.ClCCCl.ClCCCl.ClCCCl.ClCCCl.ClCCCl.ClCCCl. As for the total charge: 0.

---

# 3
3 unconnected molecules or ions with the total composition C18H35N3O9P2S, computed with ωB97M-V with the def2-TZVPD basis set.

```
68
Properties=species:S:1:pos:R:3:forces:R:3:mulliken_charge:R:1
N 1.579 1.767 -2.079 -0.5 -1.7 -0.2 -0.52
C 0.353 1.884 -2.961 -0.9 -1.2 -0.7 -0.55
C -0.889 1.020 -2.285 0.1 -0.3 -1.9 -0.54
C -0.533 -0.577 -2.565 0.3 0.3 0.3 -0.48
C -1.447 -1.563 -1.578 1.4 0.0 0.0 -0.33
C -0.373 -2.589 -0.824 0.6 -0.8 1.7 0.15
C 0.042 -2.466 0.781 0.9 -2.7 -4.1 -0.50
C 1.166 -3.510 1.448 -0.7 -1.1 -4.5 -0.66
C 1.873 -4.702 0.504 -3.2 4.0 0.9 0.33
C 2.949 -5.630 1.262 -0.5 0.5 1.0 -0.48
C 3.755 -6.771 0.485 1.1 -1.1 0.2 -0.34
O 5.224 -6.481 0.593 -1.2 1.2 -1.8 -0.56
C 1.351 -4.731 -1.039 -0.4 -1.2 -3.5 0.27
N 1.782 -5.722 -2.082 -2.1 3.3 1.1 -0.39
S 1.009 -5.419 -3.641 -0.4 2.2 4.8 0.14
N -0.032 -4.040 -3.291 3.2 -1.2 5.8 -0.50
C 0.267 -3.767 -1.824 0.3 0.3 1.5 0.41
H 2.132 0.952 -2.482 -0.8 1.5 0.9 0.29
H 1.257 1.405 -1.133 0.5 0.7 -1.5 0.23
H 0.063 2.980 -3.260 0.6 -2.0 1.0 0.25
H 0.602 1.323 -3.983 -0.6 1.3 2.0 0.29
H -1.862 1.243 -2.910 1.7 -0.3 1.4 0.31
H -1.087 1.270 -1.159 0.6 -0.5 -2.1 0.29
H 0.627 -0.769 -2.370 -2.6 0.4 -0.2 0.21
H -0.689 -0.842 -3.717 0.1 0.6 2.6 0.22
H -2.166 -2.155 -2.294 1.3 0.9 1.8 0.31
H -2.041 -0.882 -0.797 1.3 -1.8 -1.7 0.21
H -0.503 -1.618 1.387 1.3 -1.9 -1.3 0.32
H 1.394 -3.368 2.589 -0.3 -0.5 -2.5 0.25
H 3.748 -4.901 1.771 -1.7 -1.6 -1.3 0.32
H 2.393 -6.136 2.190 1.0 1.1 -2.1 0.30
H 3.621 -7.812 1.052 0.3 2.4 -1.2 0.21
H 3.550 -6.966 -0.636 -0.3 0.7 2.0 0.27
H 5.443 -5.796 -0.134 -0.6 -1.7 1.8 0.30
C 2.197 4.431 -0.522 -0.6 -0.3 -0.2 -0.68
O 2.622 5.658 0.053 1.3 2.2 2.3 -0.48
P 2.136 7.147 -0.683 -3.0 -4.4 -6.7 0.99
O 0.826 6.528 -1.187 0.3 0.8 1.4 -0.55
O 3.311 6.907 -1.828 0.1 1.2 0.9 -0.34
C 4.625 6.587 -1.408 0.5 -0.3 0.0 -0.72
O 1.650 8.635 -1.419 0.8 0.1 2.2 -0.35
C 2.125 8.995 -2.699 0.7 0.6 -0.2 -0.47
H 2.814 3.630 -0.105 0.1 0.3 0.1 0.32
H 1.155 4.231 -0.258 0.1 0.0 -0.2 0.29
H 2.326 4.437 -1.608 -0.1 0.1 0.1 0.37
H 4.788 5.516 -1.543 0.1 0.0 0.2 0.22
H 4.802 6.854 -0.363 0.1 -0.1 -0.2 0.37
H 5.335 7.128 -2.037 -0.1 0.1 0.0 0.28
H 1.962 8.193 -3.428 0.1 0.0 0.3 0.25
H 3.191 9.263 -2.642 -0.3 -0.2 -0.3 0.22
H 1.577 9.881 -3.032 -0.1 0.0 0.3 0.27
C -4.358 -0.212 5.514 0.3 0.6 -0.1 -0.62
O -3.839 -1.450 5.052 1.5 -2.8 0.2 -0.45
P -3.734 -1.737 3.349 -4.7 7.0 -1.5 1.06
O -3.525 -0.245 3.059 1.2 -1.2 0.2 -0.59
O -5.361 -2.054 3.352 1.0 -1.0 -0.4 -0.34
C -5.884 -2.959 4.308 -0.4 -0.2 0.4 -0.73
O -3.629 -2.024 1.646 1.3 -1.3 1.4 -0.21
C -4.797 -2.146 0.862 -0.4 -0.8 -0.3 -0.59
H -4.605 -0.322 6.574 0.1 -0.3 -0.1 0.24
H -3.602 0.573 5.420 -0.3 -0.1 -0.1 0.25
H -5.268 0.063 4.974 0.1 0.0 -0.1 0.31
H -6.364 -2.389 5.107 0.1 -0.1 0.1 0.22
H -5.111 -3.603 4.734 -0.2 0.1 0.0 0.36
H -6.639 -3.581 3.825 0.1 0.0 -0.1 0.29
H -5.475 -1.300 1.017 0.1 -0.2 0.2 0.32
H -5.302 -3.098 1.086 -0.1 0.4 -0.1 0.25
H -4.503 -2.166 -0.191 0.3 -0.1 0.2 0.23
```
Positions in Å, forces in eV/Å.

The HOMO-LUMO gap comes out at 5.02 eV. The total energy is -71525.2157 eV. As for the maximum force: 8.57 eV/A. The energy above the lowest of the compared OMol25 structures with the same formula, charge and spin comes out at 10.901 eV. The SMILES is NCCCCc1ccc(CCO)c2nsnc12.COP(=O)(OC)OC.COP(=O)(OC)OC. As for the total charge: 0.

---

Question: Which formula does entry 3 have?
Answer: C18H35N3O9P2S

---

Question: Which value of total charge does entry 1 give?
Answer: 0